The following is a DFT calculation (ωB97M-V/def2-TZVPD) of a structure of composition C29H26BClN11O4RbS2 at a distorted geometry.

CARTESIAN COORDINATES (ANGSTROEM)
Rb: 11.0655 10.9716 12.1989
C: 11.6602 5.8457 12.0720
C: 11.4259 7.0948 11.4394
N: 12.0606 8.1182 12.0905
N: 12.7453 7.4825 13.1154
C: 12.5852 6.1230 13.0745
B: 13.3622 8.3006 14.2920
N: 12.3220 8.9477 15.2506
C: 12.5304 9.1531 16.6035
C: 11.3004 9.4704 17.1991
C: 10.3671 9.4981 16.1473
N: 11.0153 9.3246 14.9772
N: 14.4031 9.3173 13.7041
C: 14.5497 9.9656 12.4886
C: 15.4598 11.0566 12.6990
C: 15.8471 10.9157 14.0874
N: 15.1195 9.9415 14.6674
H: 11.2276 4.9073 11.7357
H: 10.8376 7.3741 10.5907
H: 12.9977 5.4626 13.8309
H: 14.0119 7.5879 14.9908
H: 13.5435 9.1298 17.0305
H: 11.1724 9.7482 18.2215
H: 9.3237 9.7216 16.1566
H: 13.9380 9.9245 11.6214
H: 15.6868 11.8632 11.9836
H: 16.5381 11.3716 14.7949
N: 9.9148 22.0457 18.2167
C: 10.2099 20.7607 17.9122
C: 11.1293 20.4465 16.8565
C: 11.4495 19.1756 16.5635
C: 10.9436 18.0655 17.4204
C: 10.1119 18.4605 18.5755
C: 9.6386 19.7023 18.6572
S: 9.9597 13.5585 16.4807
O: 11.1526 16.9043 17.0801
O: 8.6940 12.9279 16.8622
N: 10.6015 13.3330 15.0452
C: 10.0935 14.0907 14.0346
N: 9.0100 14.8137 14.2967
C: 8.6278 15.5667 13.2925
C: 9.3395 15.7332 12.1204
C: 10.3525 14.7983 11.9003
N: 10.8114 14.0624 12.8975
H: 10.3920 22.7575 17.6939
H: 9.5609 22.2129 19.1304
H: 11.4571 21.2869 16.2150
H: 12.1733 19.0489 15.8219
H: 9.7481 17.7000 19.2916
H: 8.9086 19.9924 19.4680
H: 7.7877 16.2586 13.4747
H: 9.0351 16.3964 11.3912
H: 10.7704 14.5373 10.9029
S: 5.4188 10.7072 11.1923
C: 6.0643 11.8334 12.3375
C: 7.3999 11.6780 12.5061
N: 7.9030 10.5566 11.9399
C: 6.9770 9.9799 11.1990
H: 5.4443 12.5224 12.9383
H: 8.0280 12.2543 13.2372
H: 7.1420 9.1284 10.5862
Cl: 17.9860 15.1711 9.3942
C: 16.5308 14.2858 9.4315
C: 16.5339 12.8603 9.5480
C: 15.3265 12.1928 9.5343
C: 14.1156 12.8257 9.5247
C: 14.0667 14.2467 9.4038
C: 15.2819 14.9559 9.2238
C: 12.7554 12.0813 9.6101
O: 11.7379 12.7955 9.7435
O: 12.7691 10.8307 9.4532
H: 17.4306 12.2420 9.6274
H: 15.2867 11.1016 9.4766
H: 13.0644 14.8114 9.5238
H: 15.3520 16.0003 8.9416

The electronic energy is -3329.51811 Eh. As for the maximum force: 3.9 eV Å⁻¹. As for the net charge: -2. As for the spin multiplicity: 1. The calculation puts the HOMO-LUMO gap (alpha / beta) at 3.01 / 2.96 eV. Its HOMO energy (alpha / beta) is -0.5 / -0.5 eV.



The following is a DFT calculation (ωB97M-V/def2-TZVPD) of a cluster of 2 separate species, C5H13NO2S in total at a distorted geometry.

CARTESIAN COORDINATES (ANGSTROEM)
O: -2.0559 -1.1373 2.0798
C: -0.8840 -1.1705 1.7474
N: -0.5561 -0.5423 0.5342
C: 0.9082 -0.5922 -0.0383
C: 0.6719 0.0299 -1.4410
C: 0.6432 1.6139 -1.2802
S: -0.6216 2.5664 -2.1906
C: 1.2959 -2.0737 -0.0652
H: -0.0409 -1.8185 2.2330
H: -1.3615 -0.4085 -0.1711
H: 1.5956 0.0648 0.6338
H: 1.2774 -0.3524 -2.2110
H: -0.3531 -0.2674 -1.8346
H: 1.4475 2.1176 -1.6274
H: 0.4347 1.7154 -0.2356
H: -0.4329 3.5969 -1.2697
H: 2.0177 -2.3080 -0.8723
H: 1.9265 -2.4169 0.7892
H: 0.2428 -2.5841 -0.1675
H: -1.3952 1.3567 1.4138
H: -2.5290 0.9864 2.2652
O: -2.2313 1.6238 1.7080

The electronic energy is -801.66411 Eh. As for the maximum force: 4.6 eV Å⁻¹. As for the net charge: 0. As for the spin multiplicity: 1. The calculation puts the HOMO-LUMO gap at 9.85 eV. Its HOMO energy is -9.2 eV. The SMILES is C[C@@H](CCS)NC=O.O.



The following is a DFT calculation (ωB97M-V/def2-TZVPD) of a cluster of 2 separate species, C3H5NO2 in total at a distorted geometry.

CARTESIAN COORDINATES (ANGSTROEM)
C: 0.7446 -1.5850 -0.2375
C: 0.2610 -1.2852 -1.4014
C: -0.1976 0.8439 1.2436
N: -0.3128 1.4032 0.1147
O: 1.4404 -1.7292 0.6641
O: 0.5613 1.8480 -0.6891
H: 1.5966 1.6850 -0.5275
H: 0.0141 -2.1291 -1.9561
H: -0.2664 -0.4063 -1.5970
H: -1.0816 0.4460 1.6627
H: 0.6452 0.6904 1.9913

The electronic energy is -322.39106 Eh. As for the maximum force: 5.9 eV Å⁻¹. As for the net charge: 0. As for the spin multiplicity: 1. The calculation puts the HOMO-LUMO gap at 9.98 eV. Its HOMO energy is -9.3 eV. The SMILES is C=C=O.C=NO.